Molecular formula: C44H126N10O14
Method: DFT, the ωB97M-V functional and the def2-TZVPD basis

Structure (ORCA input):
```
! RIJCOSX wB97M-V def2-TZVPD def2/J DEFGRID3
* xyz 0 1
C -0.289 -3.434 5.157
C 0.646 -2.255 5.447
C -0.059 -0.895 5.238
O 0.889 0.151 5.617
C 1.925 0.357 4.654
N 1.060 -2.421 6.800
H 0.331 -4.323 5.038
H -0.788 -3.267 4.202
H -1.015 -3.617 5.949
H 1.495 -2.462 4.796
H -0.931 -0.831 5.890
H -0.438 -0.861 4.216
H 2.607 1.149 4.960
H 1.436 0.732 3.754
H 2.480 -0.557 4.440
H 1.577 -1.644 7.186
H 0.229 -2.282 7.357
C -4.860 -1.875 0.249
C -4.255 -3.172 -0.476
C -5.092 -3.710 -1.647
O -4.614 -4.990 -2.049
C -5.352 -5.514 -3.202
N -2.971 -2.664 -0.803
H -5.861 -2.107 0.613
H -4.790 -0.944 -0.313
H -4.471 -1.806 1.265
H -4.123 -3.989 0.235
H -4.977 -3.009 -2.474
H -6.166 -3.683 -1.463
H -6.346 -5.878 -2.942
H -4.806 -6.405 -3.513
H -5.322 -4.829 -4.050
H -2.475 -3.388 -1.303
H -2.948 -1.878 -1.438
C -0.218 3.548 4.105
C -1.021 4.616 4.889
C -0.798 4.500 6.411
O 0.588 4.616 6.736
C 0.942 3.929 7.969
N -0.663 5.989 4.398
H -0.266 3.760 3.037
H -0.619 2.535 4.136
H 0.835 3.646 4.368
H -2.059 4.484 4.581
H -1.214 3.542 6.723
H -1.367 5.291 6.900
H 1.922 4.260 8.314
H 0.884 2.858 7.777
H 0.237 4.127 8.776
H 0.338 6.104 4.477
H -0.998 6.639 5.095
C 1.985 1.831 -5.682
C 2.260 3.141 -4.815
C 3.582 3.049 -4.120
O 3.654 4.167 -3.229
C 4.967 4.254 -2.557
N 2.206 4.368 -5.646
H 0.989 1.896 -6.119
H 1.884 1.000 -4.985
H 2.781 1.718 -6.418
H 1.483 3.317 -4.072
H 4.290 3.026 -4.948
H 3.777 2.123 -3.578
H 5.146 3.347 -1.979
H 5.038 5.088 -1.860
H 5.861 4.276 -3.180
H 2.635 5.100 -5.097
H 1.268 4.729 -5.746
C -1.258 5.686 -3.131
C -1.727 6.089 -1.701
C -2.121 4.924 -0.816
O -3.247 4.286 -1.365
C -3.457 3.017 -0.781
N -0.729 6.875 -1.018
H -1.893 4.944 -3.616
H -0.206 5.401 -3.151
H -1.285 6.557 -3.786
H -2.566 6.768 -1.854
H -2.432 5.212 0.189
H -1.278 4.238 -0.733
H -4.252 2.521 -1.339
H -3.715 3.114 0.273
H -2.548 2.419 -0.842
H 0.122 6.333 -0.984
H -0.964 6.991 -0.043
C -0.895 -1.469 -6.075
C -1.350 -2.711 -5.360
C -0.733 -4.009 -5.880
O -1.081 -4.255 -7.227
C -2.326 -4.916 -7.491
N -1.077 -2.599 -3.955
H -1.306 -1.377 -7.080
H 0.188 -1.346 -6.066
H -1.275 -0.595 -5.546
H -2.421 -2.650 -5.549
H -1.069 -4.815 -5.228
H 0.352 -3.907 -5.893
H -2.387 -5.724 -6.762
H -2.400 -5.256 -8.524
H -3.128 -4.219 -7.249
H -1.300 -3.425 -3.418
H -0.087 -2.408 -3.895
C 3.670 -1.924 -1.939
C 3.452 -1.386 -3.403
C 4.474 -1.988 -4.394
O 4.402 -3.411 -4.579
C 5.480 -3.799 -5.448
N 2.105 -1.705 -3.888
H 4.499 -1.434 -1.429
H 3.834 -3.001 -1.891
H 2.744 -1.703 -1.408
H 3.457 -0.297 -3.342
H 5.434 -1.691 -3.971
H 4.350 -1.360 -5.276
H 5.622 -4.879 -5.394
H 6.386 -3.253 -5.184
H 5.302 -3.581 -6.501
H 2.251 -1.414 -4.844
H 2.236 -2.703 -3.974
C -1.241 0.874 1.932
C -1.286 -0.309 0.941
C -0.148 -0.347 -0.140
O -0.184 0.898 -0.880
C 0.498 0.780 -2.098
N -1.457 -1.517 1.765
H -2.133 0.934 2.556
H -1.283 1.838 1.425
H -0.389 0.898 2.611
H -2.173 -0.178 0.322
H -0.292 -1.240 -0.747
H 0.810 -0.509 0.353
H 0.044 0.087 -2.807
H 1.555 0.557 -1.954
H 0.453 1.715 -2.657
H -1.999 -2.213 1.273
H -2.119 -1.256 2.482
C 1.852 5.541 1.302
C 2.666 4.946 0.145
C 2.673 3.438 0.166
O 3.147 2.955 1.451
C 2.990 1.546 1.580
N 2.109 5.364 -1.165
H 0.787 5.395 1.120
H 2.119 6.596 1.364
H 1.909 5.114 2.303
H 3.694 5.301 0.223
H 3.343 3.074 -0.613
H 1.717 2.922 0.082
H 3.361 1.287 2.571
H 3.633 1.024 0.870
H 1.979 1.140 1.568
H 2.715 4.924 -1.844
H 2.383 6.335 -1.203
C 2.426 -5.152 0.900
C 1.869 -4.068 1.886
C 2.894 -2.926 2.139
O 4.164 -3.487 2.535
C 4.157 -4.065 3.811
N 0.711 -3.510 1.225
H 3.311 -5.609 1.341
H 2.724 -4.672 -0.033
H 1.713 -5.961 0.739
H 1.523 -4.515 2.818
H 2.577 -2.150 2.836
H 3.184 -2.319 1.281
H 3.464 -4.901 3.912
H 4.025 -3.381 4.650
H 5.152 -4.436 4.058
H 0.134 -2.896 1.782
H 0.988 -2.973 0.416
C -3.422 1.863 5.396
O -4.557 1.100 5.615
H -3.182 1.988 4.340
H -3.417 2.873 5.808
H -2.623 1.285 5.861
H -5.157 1.661 6.113
C -1.606 -6.082 1.743
O -1.318 -5.266 0.635
H -0.754 -6.634 2.142
H -1.952 -5.501 2.598
H -2.396 -6.787 1.485
H -0.533 -4.749 0.834
C -4.120 -2.023 4.466
O -3.753 -0.882 3.736
H -3.707 -2.837 3.870
H -3.598 -2.130 5.417
H -5.193 -2.180 4.572
H -4.170 -0.178 4.237
C -2.926 0.151 -2.981
O -3.366 -1.083 -3.519
H -3.685 0.915 -2.813
H -2.440 -0.050 -2.026
H -2.160 0.545 -3.648
H -2.618 -1.633 -3.765
*
```

Computed properties:
Orbital gap   0.3309 Ha
Energy above the lowest of the compared OMol25 structures with the same formula, charge and spin   0.00 kcal per mole
E   -91228.749 eV
LUMO level   0.335 eV

Atomic partial charges in e from the Mulliken method, atoms 1 to 5: -1.434, 2.045, 0.477, -0.435, -0.230